Molecular formula: C36H81F3NO12Si
Method: DFT, ωB97M-V/def2-TZVPD

Summary:
frontier orbital gap (alpha / beta) = 0.3209 / 0.3417 Ha
E_tot = -80726.0556 eV
lowest unoccupied orbital energy (alpha / beta) = 0.30 / 0.21 eV
<S²> = 0.75
spin multiplicity = 2

Each atom is followed by the atoms it is bonded to, with distances in Å.
Cartesian coordinates (Å):
1 C -1.065 -4.557 0.292  C2 1.623, H24 1.144, H25 1.131, H26 1.132
2 C 0.237 -3.600 0.148  C1 1.623, C3 1.617, C4 1.599, N22 1.484
3 C 0.676 -3.287 1.672  C2 1.617, H27 1.145, H28 1.132, H29 1.143
4 C -0.258 -2.210 -0.468  C2 1.599, C5 1.630, H30 1.145, H31 1.141
5 C 0.878 -1.424 -1.334  C4 1.630, C6 1.594, Si14 1.938, C18 1.604
6 C 1.742 -0.603 -0.276  C5 1.594, C7 1.583, H32 1.147, H33 1.140
7 C 2.633 0.557 -0.880  C6 1.583, O8 1.458, H34 1.149, H35 1.147
8 O 3.574 0.109 -1.898  C7 1.458, C9 1.431
9 C 4.320 1.272 -2.273  O8 1.431, C10 1.583, H36 1.132, H37 1.146
10 C 5.828 0.986 -2.658  C9 1.583, F11 1.384, F12 1.414, F13 1.408
11 F 6.438 -0.021 -1.929  C10 1.384
12 F 6.570 2.159 -2.390  C10 1.414
13 F 5.954 0.800 -4.049  C10 1.408
14 Si -0.127 -0.305 -2.557  C5 1.938, C15 1.922, C16 1.940, C17 1.919
15 C 0.987 0.666 -3.786  Si14 1.922, H38 1.135, H39 1.142, H40 1.141
16 C -1.299 -1.375 -3.673  Si14 1.940, H41 1.146, H42 1.132, H43 1.140
17 C -1.290 0.805 -1.511  Si14 1.919, H44 1.147, H45 1.139, H46 1.130
18 C 1.715 -2.442 -2.247  C5 1.604, C19 1.596, H47 1.144, H48 1.144
19 C 1.371 -3.984 -2.027  C18 1.596, C20 1.587, C21 1.622, N22 1.484
20 C 0.102 -4.515 -2.818  C19 1.587, H49 1.143, H50 1.131, H51 1.141
21 C 2.636 -4.808 -2.619  C19 1.622, H52 1.141, H53 1.142, H54 1.128
22 N 1.363 -4.250 -0.567  C2 1.484, C19 1.484, O23 1.302
23 O 2.521 -4.049 -0.006  N22 1.302
24 H -1.343 -4.632 1.399  C1 1.144
25 H -1.973 -4.138 -0.236  C1 1.131
26 H -0.880 -5.601 -0.103  C1 1.132
27 H -0.222 -2.840 2.224  C3 1.145
28 H 1.494 -2.507 1.739  C3 1.132
29 H 1.030 -4.250 2.176  C3 1.143
30 H -0.531 -1.547 0.425  C4 1.145
31 H -1.229 -2.317 -1.058  C4 1.141
32 H 2.473 -1.354 0.192  C6 1.147
33 H 1.129 -0.201 0.597  C6 1.140
34 H 3.285 0.946 -0.017  C7 1.149
35 H 2.034 1.475 -1.220  C7 1.147
36 H 4.317 2.111 -1.513  C9 1.132
37 H 3.822 1.694 -3.215  C9 1.146
38 H 1.287 1.694 -3.408  C15 1.135
39 H 0.418 0.724 -4.775  C15 1.142
40 H 1.927 0.046 -3.973  C15 1.141
41 H -1.961 -0.686 -4.306  C16 1.146
42 H -2.011 -2.019 -3.073  C16 1.132
43 H -0.718 -2.083 -4.351  C16 1.140
44 H -2.271 0.219 -1.409  C17 1.147
45 H -0.888 0.895 -0.449  C17 1.139
46 H -1.516 1.801 -1.995  C17 1.130
47 H 2.833 -2.332 -2.029  C18 1.144
48 H 1.605 -2.214 -3.363  C18 1.144
49 H 0.216 -4.311 -3.937  C20 1.143
50 H -0.031 -5.627 -2.660  C20 1.131
51 H -0.834 -3.941 -2.510  C20 1.141
52 H 2.606 -5.825 -2.101  C21 1.141
53 H 2.509 -4.922 -3.748  C21 1.142
54 H 3.604 -4.295 -2.350  C21 1.128
55 C 6.299 -6.709 -4.387  O56 1.421, H61 1.091, H62 1.093, H63 1.095
56 O 6.399 -6.747 -2.969  C55 1.421, C57 1.424
57 C 7.702 -7.116 -2.528  O56 1.424, C58 1.523, H64 1.095, H65 1.094
58 C 8.504 -5.898 -2.089  C57 1.523, O59 1.425, H66 1.094, H67 1.096
59 O 8.790 -5.039 -3.189  C58 1.425, C60 1.421
60 C 7.926 -3.913 -3.236  O59 1.421, H68 1.095, H69 1.093, H70 1.091
61 H 5.375 -6.191 -4.648  C55 1.091
62 H 7.138 -6.177 -4.842  C55 1.093
63 H 6.253 -7.730 -4.778  C55 1.095
64 H 8.233 -7.675 -3.306  C57 1.095
65 H 7.572 -7.780 -1.668  C57 1.094
66 H 9.466 -6.236 -1.690  C58 1.094
67 H 7.983 -5.352 -1.295  C58 1.096
68 H 8.219 -3.190 -2.468  C60 1.095
69 H 6.878 -4.190 -3.098  C60 1.093
70 H 8.033 -3.442 -4.215  C60 1.091
71 C 6.418 3.731 3.035  O72 1.421, H77 1.091, H78 1.093, H79 1.095
72 O 6.433 2.961 4.230  C71 1.421, C73 1.425
73 C 5.124 2.614 4.671  O72 1.425, C74 1.523, H80 1.095, H81 1.094
74 C 4.775 1.179 4.300  C73 1.523, O75 1.425, H82 1.094, H83 1.096
75 O 4.671 1.018 2.888  C74 1.425, C76 1.421
76 C 5.832 0.424 2.322  O75 1.421, H84 1.095, H85 1.093, H86 1.091
77 H 7.430 3.747 2.630  C71 1.091
78 H 5.748 3.305 2.284  C71 1.093
79 H 6.114 4.758 3.262  C71 1.095
80 H 4.381 3.313 4.271  C73 1.095
81 H 5.119 2.707 5.761  C73 1.094
82 H 3.795 0.935 4.722  C74 1.094
83 H 5.507 0.478 4.718  C74 1.096
84 H 5.841 -0.649 2.544  C76 1.095
85 H 6.753 0.882 2.690  C76 1.093
86 H 5.788 0.554 1.240  C76 1.091
87 C -3.028 3.778 0.795  O88 1.422, H93 1.091, H94 1.093, H95 1.095
88 O -3.028 2.520 1.456  C87 1.422, C89 1.424
89 C -3.318 2.639 2.846  O88 1.424, C90 1.523, H96 1.095, H97 1.095
90 C -4.766 2.274 3.142  C89 1.523, O91 1.425, H98 1.095, H99 1.096
91 O -5.667 3.214 2.563  C90 1.425, C92 1.422
92 C -6.247 2.735 1.357  O91 1.422, H100 1.095, H101 1.093, H102 1.091
93 H -3.046 3.597 -0.281  C87 1.091
94 H -3.899 4.381 1.062  C87 1.093
95 H -2.111 4.323 1.043  C87 1.095
96 H -3.085 3.646 3.207  C89 1.095
97 H -2.664 1.935 3.370  C89 1.095
98 H -4.923 2.308 4.225  C90 1.095
99 H -4.993 1.258 2.800  C90 1.096
100 H -7.016 1.990 1.588  C92 1.095
101 H -5.504 2.299 0.686  C92 1.093
102 H -6.721 3.576 0.849  C92 1.091
103 C -5.927 5.933 4.067  O104 1.425, H109 1.091, H110 1.093, H111 1.095
104 O -5.825 5.901 5.488  C103 1.425, C105 1.423
105 C -4.524 5.529 5.930  O104 1.423, C106 1.523, H112 1.095, H113 1.095
106 C -3.715 6.745 6.362  C105 1.523, O107 1.425, H114 1.095, H115 1.096
107 O -3.426 7.597 5.257  C106 1.425, C108 1.420
108 C -4.284 8.727 5.204  O107 1.420, H116 1.096, H117 1.093, H118 1.091
109 H -6.851 6.453 3.807  C103 1.091
110 H -5.087 6.462 3.609  C103 1.093
111 H -5.977 4.911 3.677  C103 1.095
112 H -3.996 4.964 5.155  C105 1.095
113 H -4.657 4.870 6.795  C105 1.095
114 H -2.755 6.405 6.762  C106 1.095
115 H -4.233 7.299 7.153  C106 1.096
116 H -3.986 9.452 5.968  C108 1.096
117 H -5.333 8.455 5.344  C108 1.093
118 H -4.174 9.191 4.223  C108 1.091
119 C -9.651 0.786 -1.252  O120 1.421, H125 1.091, H126 1.093, H127 1.095
120 O -8.245 0.785 -1.046  C119 1.421, C121 1.425
121 C -7.734 -0.521 -0.792  O120 1.425, C122 1.523, H128 1.095, H129 1.095
122 C -7.085 -1.115 -2.036  C121 1.523, O123 1.425, H130 1.094, H131 1.096
123 O -8.047 -1.360 -3.057  C122 1.425, C124 1.420
124 C -8.040 -0.357 -4.062  O123 1.420, H132 1.096, H133 1.093, H134 1.091
125 H -9.930 1.752 -1.676  C119 1.091
126 H -9.963 -0.002 -1.941  C119 1.093
127 H -10.164 0.663 -0.293  C119 1.095
128 H -8.521 -1.179 -0.410  C121 1.095
129 H -6.972 -0.420 -0.013  C121 1.095
130 H -6.644 -2.082 -1.774  C122 1.094
131 H -6.283 -0.466 -2.406  C122 1.096
132 H -7.168 -0.492 -4.712  C124 1.096
133 H -8.029 0.651 -3.639  C124 1.093
134 H -8.943 -0.471 -4.663  C124 1.091

Mulliken atomic charge list, values in e, 8 entries: number 1, C, carries -1.63; number 2, C, carries 1.54; number 3, C, carries -1.45; number 4, C, carries -2.32; number 5, C, carries 3.14; number 6, C, carries -1.35; number 7, C, carries -0.57; number 8, O, carries -0.29